Entry 1:
Here is C26H33BrF3N7O5S2Ti as an isolated structure from OMol25. Energies are from ωB97M-V/def2-TZVPD.

Properties
Relative energy (zero: lowest compared OMol25 entry of this formula, charge and spin) in kcal/mol: 0.0
Maximum force in Eh/bohr: 0.0082
Kohn-Sham gap (spin up / spin down) in eV: 5.67 / 5.66
DFT total energy in eV: -171152.3007

CARTESIAN COORDINATES (ANGSTROEM)
Ti -0.473144 0.443702 1.195860
C 1.826600 -2.810390 2.999162
C 0.926461 -1.959566 2.160429
N 0.728490 -0.646968 2.403288
C 1.413588 -0.054141 3.554520
C 0.823456 1.329112 3.840275
N -0.525126 1.340380 3.260190
C -1.277022 2.600642 3.349821
C -0.953327 3.460382 2.142020
N -1.042738 2.643162 0.917015
C -2.319465 2.724027 0.195846
C -2.229153 1.821909 -1.027391
N -1.639900 0.554638 -0.629590
C -1.847896 -0.535403 -1.280416
C -2.701913 -0.596419 -2.505275
C -1.195878 -1.695497 -0.708231
C -1.302412 -2.966937 -1.172410
C -0.635069 -4.027945 -0.508804
C 0.127112 -3.738481 0.580338
C 0.212620 -2.410612 1.066198
N -0.493385 -1.385372 0.445390
H 2.820034 -2.364634 3.083005
H 1.944851 -3.798830 2.565765
H 1.434379 -2.934493 4.012688
H 2.486935 0.036264 3.359953
H 1.292669 -0.701565 4.428111
H 1.409312 2.105290 3.356160
H 0.788844 1.525811 4.916380
H -1.077267 0.609430 3.699761
H -1.042506 3.138194 4.273606
H -2.335517 2.342327 3.362600
H 0.070868 3.821138 2.209230
H -1.626195 4.321647 2.091976
H -0.295881 2.934916 0.293193
H -2.544646 3.752491 -0.105950
H -3.108943 2.378668 0.859721
H -1.581783 2.292404 -1.778443
H -3.220617 1.701913 -1.469300
H -3.748771 -0.449891 -2.227734
H -2.618117 -1.553450 -3.010205
H -2.421551 0.189850 -3.207163
H -1.915123 -3.173086 -2.038878
H -0.734226 -5.045427 -0.862538
H 0.662002 -4.523784 1.094235
Br 4.966943 2.022618 1.734710
C 4.503802 2.081329 -0.105429
C 5.550352 2.176384 -1.011840
C 5.286710 2.176901 -2.371444
C 3.981550 2.052772 -2.825549
C 2.951532 1.929398 -1.911494
C 3.189962 1.965838 -0.540157
C 2.005705 1.907931 0.384836
O 1.933730 2.671941 1.347516
O 1.100241 1.067127 0.043367
H 6.565563 2.245543 -0.647299
H 6.106007 2.261692 -3.073222
H 3.774337 2.038109 -3.887906
H 1.926792 1.796796 -2.235027
S 2.485229 -1.835379 -1.770741
C 1.486265 -2.105812 -3.047578
N 1.062571 -3.309221 -3.518278
C 0.034428 -3.152514 -4.534860
C 0.355664 -1.747734 -5.048380
N 0.916950 -1.142010 -3.845446
H 1.085885 -4.092188 -2.885807
H -0.969412 -3.186617 -4.097513
H 0.110376 -3.912120 -5.310255
H -0.525007 -1.212681 -5.398634
H 1.093558 -1.795333 -5.855910
H 1.401438 -0.260481 -3.886270
F -6.138104 -0.348791 1.893457
C -4.998241 0.321702 1.752314
F -5.016468 1.366052 2.589015
F -4.956796 0.814259 0.500138
S -3.551326 -0.773235 2.056732
O -3.573453 -1.678977 0.947067
O -3.732316 -1.289415 3.379703
O -2.475127 0.250748 1.995806

Atomic forces in eV per Å
0.2 -0.3 0.3
-0.1 0.1 0.1
0.0 -0.2 -0.2
0.0 0.2 0.1
0.0 -0.1 -0.1
0.0 0.0 0.0
0.0 0.0 0.1
0.0 0.0 0.0
0.0 0.0 0.0
0.0 0.0 -0.1
0.0 0.0 0.0
0.0 0.1 0.0
0.0 -0.1 -0.1
0.0 0.1 -0.1
0.0 -0.1 0.0
0.1 -0.2 0.3
-0.1 0.2 -0.2
0.1 -0.1 0.1
-0.1 0.1 -0.1
0.1 0.1 0.1
-0.2 0.2 -0.1
0.0 0.0 0.0
0.0 0.0 0.0
0.0 0.0 0.0
0.0 0.0 0.0
0.0 0.0 0.0
0.0 0.0 0.0
0.0 0.0 0.0
0.0 0.0 0.0
0.0 0.0 0.0
0.0 0.0 0.0
0.0 0.0 0.0
0.0 0.0 0.0
0.0 0.0 0.0
0.0 0.0 0.0
0.0 0.0 0.0
0.0 0.0 0.0
0.0 0.0 0.0
0.0 0.0 0.0
0.0 0.0 0.0
0.0 0.0 0.0
0.0 0.0 0.0
0.0 0.0 0.0
0.0 0.0 0.0
0.0 0.0 0.0
0.0 0.0 0.0
0.0 0.0 0.0
0.0 0.0 0.0
0.0 0.0 0.0
0.0 0.0 0.0
0.0 0.0 0.0
0.0 0.1 0.0
0.0 0.0 0.0
-0.1 0.0 0.1
0.0 0.0 0.0
0.0 0.0 0.0
0.0 0.0 0.0
0.0 0.0 0.0
0.1 0.0 0.0
-0.1 0.1 0.0
0.0 -0.1 0.0
0.0 0.0 0.0
0.1 0.0 0.0
0.0 -0.1 0.0
0.0 0.0 0.0
0.0 0.0 0.0
0.0 0.0 0.0
0.0 0.0 0.0
0.0 0.0 0.0
0.0 0.0 0.0
0.0 0.0 0.0
-0.1 -0.1 0.0
0.0 0.0 0.1
0.0 0.0 0.0
0.0 0.2 0.1
0.0 0.0 -0.1
0.0 0.0 0.0
0.1 0.0 -0.2



Entry 2:
Here is a 2-piece molecular cluster, C26H33F2OSi overall from OMol25. Energies are from ωB97M-V/def2-TZVPD.

Properties
Total charge: +1
Maximum force in Eh/bohr: 0.0290
Kohn-Sham gap in eV: 4.23
DFT total energy in eV: -42851.5028

CARTESIAN COORDINATES (ANGSTROEM)
C -2.968891 3.340253 -1.210075
Si -2.685084 1.656890 -1.945272
C -2.223586 0.442705 -0.607257
C -4.188020 1.082566 -2.875407
O -1.413482 1.756348 -3.059269
C -0.243551 1.056632 -2.923217
C 0.854447 1.650981 -2.399323
C 2.121861 0.914868 -2.142300
C 3.073362 0.795562 -3.343899
C 2.656401 -0.253827 -4.374925
C 1.443395 0.154200 -5.233458
C 0.129153 -0.527445 -4.858619
C -0.274138 -0.383546 -3.388222
H -3.791021 3.270767 -0.482673
H -2.076942 3.709920 -0.688206
H -3.252418 4.067546 -1.981972
H -3.044135 0.407901 0.121489
H -2.074601 -0.570703 -1.001502
H -1.308502 0.743197 -0.081123
H -5.023490 0.982268 -2.168178
H -4.474050 1.807158 -3.648785
H -4.023611 0.108349 -3.352747
H 0.823772 2.696822 -2.073511
H 2.652888 1.481063 -1.364758
H 1.932211 -0.091914 -1.738215
H 3.152198 1.772404 -3.836070
H 4.072399 0.532429 -2.971895
H 3.507427 -0.407862 -5.055080
H 2.469496 -1.214377 -3.876288
H 1.313223 1.244408 -5.201811
H 1.668105 -0.098326 -6.281628
H -0.664798 -0.102396 -5.487411
H 0.191183 -1.598754 -5.099894
H 0.415015 -0.961304 -2.758037
H -1.282364 -0.808473 -3.257930
F 1.755756 -5.438980 4.582037
C 0.578833 -5.009609 4.017301
C -0.349243 -5.963577 3.601854
C -1.534413 -5.506511 3.002562
C -1.760334 -4.150310 2.821820
C -0.793533 -3.189489 3.222606
C -0.979198 -1.801805 2.963554
C -0.161225 -0.819274 3.511567
C -0.102715 0.483806 3.038633
C 0.832329 1.449470 3.511745
C 1.774593 1.135621 4.534303
C 2.697999 2.100802 4.900844
F 3.621750 1.780089 5.867342
C 2.746153 3.374853 4.336160
C 1.802598 3.685844 3.343802
C 0.861863 2.750247 2.943050
C 0.393595 -3.647779 3.862433
H -0.146383 -7.019716 3.742274
H -2.280153 -6.226055 2.667964
H -2.673712 -3.783821 2.350915
H -1.789586 -1.493478 2.297988
H 0.465150 -1.095391 4.362872
H -0.811040 0.778134 2.261083
H 1.791621 0.155853 5.010083
H 3.494019 4.091249 4.660207
H 1.810439 4.671274 2.880753
H 0.125218 2.979778 2.171816
H 1.165763 -2.947532 4.179898

Atomic forces in eV per Å
-0.1 0.0 0.1
0.5 0.2 -0.9
0.0 -0.3 0.4
-0.1 0.0 0.1
-0.5 -0.1 0.3
0.8 0.4 0.9
-1.4 -0.5 -0.2
0.8 0.1 0.2
0.1 -0.2 0.1
0.1 0.3 -0.4
0.1 -0.1 -0.3
-0.1 0.0 -0.3
0.0 0.2 0.1
0.1 0.1 -0.1
-0.2 0.0 -0.1
0.1 -0.1 0.2
0.1 0.0 -0.1
0.0 0.2 0.1
-0.1 0.0 -0.2
0.0 0.0 -0.2
0.1 -0.2 0.2
0.0 0.2 0.1
-0.2 -0.3 -0.3
0.0 -0.2 0.0
0.1 0.2 0.0
0.1 -0.1 0.1
-0.1 0.1 0.0
-0.2 -0.1 0.3
0.1 0.1 -0.1
0.1 -0.2 0.0
-0.2 0.1 0.3
0.1 -0.1 0.1
0.0 0.2 0.0
-0.2 0.0 -0.1
0.3 0.2 0.0
-1.3 0.4 -0.5
1.0 -0.1 0.4
-0.3 0.7 -0.1
0.1 -0.1 0.1
0.3 0.5 -0.2
0.1 -1.0 0.4
0.1 0.5 0.1
-0.1 0.0 0.2
-0.4 -0.4 0.3
0.7 0.6 0.4
0.0 0.4 -0.3
0.6 -0.5 0.8
-1.0 0.4 -1.0
-0.6 -0.3 -0.4
0.2 0.1 0.2
-0.2 -0.5 0.0
-0.3 -0.2 -0.2
0.0 0.1 0.0
0.2 0.2 0.1
0.2 -0.2 0.1
0.2 -0.1 0.0
-0.1 0.0 -0.5
0.2 0.0 0.0
0.2 0.4 -0.1
-0.1 -0.1 0.0
0.0 -0.2 0.2
0.3 0.1 0.2
-0.1 -0.4 -0.1



Look up the maximum force of the first one.
0.0082 Eh/bohr